This record from the Open Molecules 2025 dataset describes a structure of composition C28H28CoN9OS2Si. The level of theory is the ωB97M-V functional and the def2-TZVPD basis.

Properties
Spin multiplicity: 2
Orbital gap (spin up / spin down): 5.66 / 6.51 eV
E_LUMO (spin up / spin down): 2.2 / 2.2 eV
Calculated total energy: -112127.69069 eV
Energy above the lowest of the compared OMol25 structures with the same formula, charge and spin: 38.0 kJ/mol
HOMO (spin up / spin down): -3.474 / -4.300 eV
Charge: -1
⟨S²⟩: 0.808

```
70
Properties=species:S:1:pos:R:3:forces:R:3
Co -1.1572 0.5061 -0.1580 -0.17 0.05 -0.07
S -1.7479 -0.6869 -2.0872 0.03 -0.03 0.04
S 0.9124 -0.2222 -0.2854 0.15 -0.03 -0.04
Si -0.4163 2.5875 -0.6474 -0.03 -0.01 0.03
O -2.3591 -1.9764 2.3813 0.04 -0.06 0.17
N -2.3194 1.5890 3.7236 -0.02 0.06 -0.01
N -1.0694 1.2917 4.1279 0.01 -0.03 0.02
N 1.1490 -4.1798 -6.2174 0.00 -0.01 0.00
N -5.6090 1.8389 0.8944 0.00 0.00 0.01
N -2.9830 1.1377 0.2094 0.02 -0.04 -0.07
N 0.3713 -3.6181 1.0170 -0.05 0.01 0.05
N -0.3045 -3.0336 2.0997 0.00 -0.07 0.00
N -1.0890 0.7381 2.0423 -0.04 0.05 -0.03
N 4.5383 -3.5276 -3.9395 -0.01 -0.01 0.01
C 0.6305 -1.6144 5.3616 -0.06 -0.02 -0.04
C -1.5974 -2.6409 1.7004 -0.06 0.05 -0.07
C -1.8043 3.8745 -0.9099 0.03 0.00 0.01
C -4.6555 1.7219 1.8070 0.01 0.01 -0.03
C -5.2370 1.5968 -0.3638 0.02 -0.01 0.00
C 0.6572 3.3655 0.7172 0.03 0.02 -0.02
C -1.7372 -3.1693 0.3613 -0.04 0.01 0.01
C 0.9547 -1.1390 -1.7622 -0.05 0.05 0.04
C -3.3523 1.3757 1.4780 0.00 -0.04 0.08
C 1.9255 -1.1792 5.1142 0.06 0.01 -0.01
C -0.0992 -2.1350 -3.6970 -0.04 0.00 -0.03
C 1.1002 -2.7091 -4.0925 0.01 0.00 0.00
C 3.5151 -3.0707 -3.6766 0.02 0.02 -0.02
C -2.2804 1.2411 2.4559 0.01 -0.04 -0.04
C -0.5767 -3.7507 0.0108 0.08 0.01 -0.05
C -0.2217 -4.4763 -1.2385 -0.06 -0.07 0.03
C 2.1614 -1.7028 -2.1796 0.06 -0.04 -0.02
C 1.1399 -3.5247 -5.2712 0.00 0.02 -0.01
C -0.1117 -2.2300 4.3631 0.01 0.03 0.05
C -0.2126 -1.3513 -2.5444 0.06 0.00 0.01
C -0.3448 0.7847 3.1189 0.00 0.00 0.00
C 2.4778 -1.3543 3.8498 -0.01 0.00 0.04
C 0.4492 -2.3995 3.1012 0.03 -0.01 -0.07
C 2.2543 -2.4913 -3.3186 -0.05 0.01 0.03
C -3.9466 1.2478 -0.7125 -0.05 0.09 0.00
C 0.5999 2.6683 -2.2416 -0.01 0.03 0.01
C 1.7439 -1.9545 2.8391 -0.03 -0.01 0.00
C 1.1426 -4.7975 1.3826 0.05 -0.04 -0.01
H -0.9869 -2.3063 -4.2928 0.01 0.00 0.00
H 0.0417 2.2239 -3.0698 0.00 -0.01 0.00
H -0.9878 -4.3036 -1.9901 -0.02 0.02 0.02
H -2.4089 4.0047 -0.0064 -0.01 0.01 -0.01
H 0.0802 3.5177 1.6347 -0.02 0.01 0.00
H 0.5055 -5.5992 1.7739 -0.02 0.02 0.00
H -5.9979 1.6829 -1.1298 0.00 0.00 0.00
H 1.5070 2.7218 0.9596 0.01 -0.01 -0.02
H -1.3872 4.8513 -1.1766 0.00 0.00 0.01
H 2.5048 -0.7134 5.9013 0.00 0.01 0.00
H 2.1351 -2.0419 1.8346 0.01 0.00 0.01
H -3.6612 1.0589 -1.7387 0.01 -0.01 0.01
H 0.6804 0.4658 3.2106 0.00 0.01 0.00
H 1.5266 2.1031 -2.1279 0.01 0.00 -0.01
H -4.9113 1.9035 2.8435 -0.02 0.00 0.00
H 1.6721 -5.1495 0.5002 0.00 0.01 0.00
H 0.1932 -1.4849 6.3444 0.00 0.00 0.00
H -1.1240 -2.5654 4.5384 0.02 0.00 0.01
H 1.8807 -4.5304 2.1365 -0.01 0.02 0.00
H -2.4770 3.5738 -1.7184 0.00 -0.01 0.00
H 1.0440 4.3387 0.3970 0.02 0.01 0.04
H 0.8474 3.7017 -2.5067 0.00 0.00 -0.01
H -0.1564 -5.5524 -1.0551 0.02 0.01 -0.02
H -0.8008 1.4292 5.0857 0.01 -0.02 0.00
H 3.4806 -1.0046 3.6395 0.00 0.00 0.01
H -2.6006 -3.0068 -0.2578 0.01 -0.01 -0.03
H 0.7330 -4.1315 -1.6363 0.02 0.00 0.01
H 3.0507 -1.5235 -1.5885 0.00 0.00 0.00
```
Positions in Å, forces in eV/Å.

This record from the Open Molecules 2025 dataset describes an isolated molecule of C28H28N2O3. The level of theory is the ωB97M-V functional and the def2-TZVPD basis.

Properties
Orbital gap: 9.27 eV
E_LUMO: 0.7 eV
Calculated total energy: -38614.99276 eV
Energy above the lowest of the compared OMol25 structures with the same formula, charge and spin: 0.0 kJ/mol
HOMO: -8.605 eV
Charge: 0

```
61
Properties=species:S:1:pos:R:3:forces:R:3
O -2.2238 -2.6486 1.5234 0.09 -0.24 0.10
O 5.2699 -0.6290 -1.7178 -0.03 -0.11 -0.22
O 1.7928 0.0076 -1.9297 -0.21 -0.17 0.02
N 4.0552 0.5704 -0.2506 0.20 0.07 0.28
N -2.2768 -0.4815 0.8960 -0.23 0.05 -0.04
C -1.6769 -1.6898 1.0003 -0.19 0.01 0.07
C -0.3165 -1.7902 0.4044 0.43 -0.11 -0.18
C -5.8283 0.0909 -1.5745 0.03 -0.01 0.02
C -6.0281 2.0625 -0.2357 -0.08 0.09 -0.04
C 2.5679 2.4423 -0.7087 0.00 0.05 0.13
C 2.4473 1.2798 1.4038 0.01 -0.01 -0.10
C 1.4415 2.1572 1.7905 0.03 0.13 -0.12
C 3.0928 -0.0304 -2.4645 0.14 -0.15 -0.28
C 2.9951 1.4130 0.1262 -0.42 0.46 0.11
C -1.5740 0.6854 0.4095 0.35 0.23 -0.18
C 0.1478 -0.8283 -0.4846 0.03 0.09 -0.07
C 2.1742 -2.1060 -0.7675 0.04 0.24 -0.29
C 1.5609 3.2972 -0.3083 0.05 0.00 -0.11
C 1.4074 -0.9876 -1.0729 -0.09 -0.25 0.12
C -5.1284 1.5212 0.6642 0.02 -0.06 0.02
C -4.5724 0.2642 0.4608 -0.06 0.15 0.06
C 0.4602 -2.9032 0.7131 -0.05 -0.04 0.07
C 0.9872 3.1507 0.9444 -0.04 0.01 0.11
C 4.2411 -0.0378 -1.4477 -0.10 -0.02 -0.25
C -4.9250 -0.4669 -0.6775 -0.06 0.06 -0.04
C -3.5934 -0.2773 1.4688 -0.13 -0.24 0.14
C 4.0817 -0.6095 1.8473 0.05 0.15 0.01
C 1.6973 -3.0557 0.1242 -0.14 -0.02 0.07
C 2.9433 0.2560 2.3896 0.08 -0.20 0.04
C -6.3780 1.3421 -1.3634 -0.04 0.10 0.00
C 4.9187 0.1939 0.8576 0.30 -0.41 0.19
C -4.3475 -1.8195 -0.9578 0.02 -0.05 0.00
C -0.7292 0.3430 -0.8096 -0.02 0.13 0.19
H 3.1706 0.8491 -3.1097 0.05 -0.13 0.08
H -1.3780 0.0883 -1.6537 -0.03 0.06 -0.03
H 1.0194 2.0561 2.7808 -0.05 -0.02 0.11
H 5.7419 -0.3966 0.4536 -0.09 0.16 0.08
H -3.9190 -1.2512 1.8464 0.05 0.20 0.03
H -2.3159 1.4452 0.1532 0.07 -0.05 0.04
H 1.2348 4.0877 -0.9669 -0.02 0.07 -0.07
H 2.3048 -3.9194 0.3494 0.05 -0.07 0.02
H -6.1069 -0.4709 -2.4549 -0.02 -0.08 -0.08
H -6.4521 3.0394 -0.0569 -0.04 0.08 0.01
H -3.5157 0.4155 2.3161 -0.05 -0.07 -0.04
H -3.3456 -1.7250 -1.3780 0.08 -0.08 -0.02
H -4.8559 2.0821 1.5480 0.05 0.04 0.09
H 2.1095 -0.3806 2.6963 0.00 0.04 0.05
H 3.0407 2.5794 -1.6680 0.07 0.01 -0.11
H 3.2384 -0.9173 -3.0965 0.04 0.15 0.17
H -4.9647 -2.3551 -1.6754 -0.02 -0.05 -0.03
H 4.7080 -0.9664 2.6652 0.00 -0.05 0.01
H 3.1431 -2.2527 -1.2185 0.11 -0.01 -0.07
H -0.1210 1.1993 -1.0996 -0.06 0.00 0.01
H 3.2816 0.7936 3.2812 -0.04 -0.04 0.00
H 0.2019 3.8189 1.2640 -0.07 0.07 0.04
H -0.9236 1.0869 1.1999 -0.13 0.02 -0.12
H 5.3154 1.0993 1.3264 0.03 -0.03 -0.05
H 3.6732 -1.4785 1.3289 0.09 0.01 0.04
H 0.0661 -3.6331 1.4026 -0.05 -0.07 0.04
H -4.2622 -2.4162 -0.0529 0.06 -0.10 0.04
H -7.0791 1.7516 -2.0755 -0.06 0.03 -0.06
```
Positions in Å, forces in eV/Å.

This record from the Open Molecules 2025 dataset describes a structure of composition C28H28N2OSTi. The level of theory is the ωB97M-V functional and the def2-TZVPD basis.

Properties
Orbital gap: 6.55 eV
E_LUMO: -0.3 eV
Calculated total energy: -68466.77500 eV
Energy above the lowest of the compared OMol25 structures with the same formula, charge and spin: 0.0 kJ/mol
HOMO: -6.896 eV
Charge: 0

```
61
Properties=species:S:1:pos:R:3:forces:R:3
Ti 0.3293 -0.7253 1.0493 0.04 0.23 -0.59
S -3.7012 1.3139 1.7706 0.10 0.03 -0.04
O 0.3919 -0.1815 -1.2532 -0.11 0.19 0.12
N -1.7160 -6.9801 -0.0429 0.00 0.00 0.00
N -1.7685 -0.1313 0.9137 0.03 -0.12 0.04
C -1.4620 -4.1377 2.0177 -0.13 -0.08 0.01
C -0.8993 -3.0525 2.6465 0.05 0.09 0.00
C -2.9573 -4.1486 -2.0658 -0.04 0.04 0.04
C -2.9231 -0.7900 0.5247 -0.13 0.05 -0.01
C 2.7465 -0.9489 -1.1056 -0.18 0.05 -0.13
C -0.0257 3.8599 2.9283 -0.03 0.05 0.02
C 1.1690 -3.4287 1.4648 -0.16 0.18 0.00
C 0.4522 -2.6771 2.4288 0.05 -0.35 0.19
C -0.9147 1.8514 1.9751 0.22 -0.06 -0.01
C -4.1909 -2.4935 -0.5968 0.05 -0.02 -0.02
C -5.3611 -1.8620 -0.1319 -0.04 0.08 0.05
C 0.5990 -4.5217 0.8332 -0.10 -0.14 0.00
C -1.2673 -6.0547 0.4726 -0.08 0.01 0.07
C 0.3681 1.3144 1.7502 0.06 -0.06 0.00
C -1.1194 3.1031 2.5522 -0.13 -0.04 -0.02
C -4.3041 -3.7480 -1.4620 -0.03 0.00 0.00
C -5.2821 -3.4938 -2.6181 0.01 -0.01 0.02
C 1.0013 -1.4614 2.9744 0.00 0.04 -0.05
C -4.0946 -0.1552 0.9286 0.04 0.03 0.01
C 1.4444 2.1078 2.1467 -0.07 0.16 0.06
C 0.6308 1.1735 -1.6624 -0.07 -0.19 -0.05
C -2.0135 0.9929 1.5355 -0.20 0.03 0.08
C -5.3340 -0.7006 0.6134 -0.01 -0.07 -0.03
C 1.4188 -0.7404 -0.4546 0.33 -0.14 0.48
C 1.2564 3.3594 2.7250 0.02 -0.07 -0.03
C -2.9680 -1.9498 -0.2474 0.07 0.04 0.03
C -4.8277 -4.9025 -0.5961 0.01 0.04 -0.01
C -0.7124 -4.8975 1.1131 0.26 0.05 -0.07
H 2.1130 3.9545 3.0185 0.00 0.00 0.00
H -4.9368 -5.8054 -1.1992 -0.01 -0.01 0.01
H -5.7976 -4.6585 -0.1587 0.00 -0.02 0.00
H 3.2364 -0.0047 -1.3663 0.04 0.00 0.02
H 1.1683 -5.1046 0.1210 0.05 0.04 0.01
H 2.4566 1.7467 1.9998 0.01 0.01 0.01
H -1.4874 -2.4819 3.3562 0.00 0.00 0.00
H -2.5573 -3.3532 -2.6983 0.02 -0.01 -0.01
H -3.0855 -5.0434 -2.6755 0.01 0.00 -0.01
H -2.1256 3.4822 2.7007 0.02 0.04 0.02
H 0.4866 -1.0214 3.8225 -0.02 -0.03 0.00
H -4.9528 -2.6483 -3.2249 -0.01 0.00 -0.01
H -6.2529 -0.2273 0.9323 0.00 0.00 0.00
H 2.2029 -3.1745 1.2664 -0.01 0.00 -0.03
H 3.4062 -1.4956 -0.4323 0.03 0.02 -0.01
H -0.1701 4.8351 3.3743 0.02 0.00 0.00
H -6.3272 -2.2841 -0.3751 0.02 -0.02 -0.02
H -0.2917 1.5343 -2.1134 0.00 0.02 0.00
H -6.2929 -3.2879 -2.2654 0.00 0.00 -0.01
H 0.8937 1.7832 -0.7971 0.01 0.03 -0.02
H -4.1318 -5.1269 0.2138 0.00 -0.01 0.01
H 2.0857 -1.3995 3.0437 0.00 -0.05 -0.04
H -2.4874 -4.4167 2.2249 0.00 0.02 0.01
H -5.3296 -4.3771 -3.2574 0.00 0.00 0.00
H -2.0297 -2.3769 -0.5777 -0.04 -0.06 -0.04
H 2.6371 -1.5281 -2.0299 0.02 -0.02 0.01
H -2.2230 -4.3866 -1.2971 0.01 0.00 -0.03
H 1.4331 1.2032 -2.4015 -0.01 0.03 -0.03
```
Positions in Å, forces in eV/Å.